Entry 1:
An isolated molecule of C2H6N4O in a non-equilibrium geometry, computed with ωB97M-V/def2-TZVPD.

Geometry as XYZ:
```
13
C2H6N4O, DFT ωB97M-V/def2-TZVPD
C -0.69578 -1.49119 1.68543
C 0.83387 1.52386 -1.30807
N 0.61472 -2.38574 1.44945
N 1.46872 -2.07544 0.75535
N -1.01226 -0.74421 0.53484
N -0.14971 0.30019 0.29342
O -0.26573 0.66911 -1.03005
H -1.40867 -2.21296 1.76835
H -0.17491 -0.97317 2.55620
H 1.60366 0.81807 -1.28347
H 0.79749 2.30328 -0.57814
H 0.59039 1.98422 -2.14557
H -1.46049 -1.05321 -0.29143
```

**Total energy**: -373.86292 Eh
**Total charge**: 0
**E_HOMO (alpha / beta)**: -0.2667 / -0.2823 Ha

Results of the Mulliken charge analysis, in e, for atoms 1 through 6: atom 1 (C): -0.323, atom 2 (C): -0.536, atom 3 (N): -0.013, atom 4 (N): -0.248, atom 5 (N): 0.027, atom 6 (N): -0.355



Entry 2:
An isolated molecule of C5H9NO in a non-equilibrium geometry, computed with ωB97M-V/def2-TZVPD.

Geometry as XYZ:
```
16
C5H9NO, DFT ωB97M-V/def2-TZVPD
C -0.74538 1.98859 -0.34724
C -0.64967 0.41441 0.19030
C 0.61033 -0.28629 -0.28787
O 1.59702 0.67492 -0.00474
C 0.86394 -1.63672 0.43508
C -0.17028 -2.64721 0.14446
N -0.98896 -3.43239 -0.08896
H -0.75996 2.07024 -1.44335
H -1.71774 2.21652 0.05153
H -0.16958 2.90627 -0.03286
H -1.55776 -0.12728 -0.11600
H -0.61162 0.42886 1.29129
H 0.56221 -0.50938 -1.36808
H 0.98946 1.47830 -0.05418
H 0.92009 -1.49799 1.52131
H 1.82793 -2.04084 0.10931
```

**Total energy**: -325.86404 Eh
**SMILES**: CC[C@@H](O)CC#N
**Total charge**: 0
**E_HOMO**: -0.3907 Ha

Results of the Mulliken charge analysis, in e, for atoms 1 through 6: atom 1 (C): -1.229, atom 2 (C): -0.749, atom 3 (C): 0.195, atom 4 (O): -0.556, atom 5 (C): -0.556, atom 6 (C): 0.261



Entry 3:
C11H32N10O15Zn2 as an isolated structure in a non-equilibrium geometry, computed with ωB97M-V/def2-TZVPD.

Geometry as XYZ:
```
70
C11H32N10O15Zn2, DFT ωB97M-V/def2-TZVPD
Zn 3.41289 -0.08055 -0.04563
Zn 1.66759 -2.38625 1.29416
C 0.93424 -0.16121 0.28974
O 0.48591 -0.77491 1.34382
O 1.72006 0.86904 0.41154
O 1.57242 -1.03931 -0.30498
C 4.18263 -2.27588 0.99450
O 4.59700 -1.73318 -0.08347
O 3.41118 -3.26468 0.79255
O 3.58171 -1.34848 1.60063
C -0.06690 -4.48731 -0.37410
O 0.59815 -3.66781 0.26599
N -0.12669 -5.78736 -0.06097
N -0.83755 -4.17832 -1.43538
H -0.73813 -6.29949 -0.66858
H 0.40746 -6.25717 0.64737
H -1.61995 -4.78929 -1.57330
H -0.77722 -3.27433 -1.88986
C 1.86264 4.81611 0.32560
O 1.44259 5.96221 0.26068
N 2.84892 4.27321 -0.42637
N 1.47469 3.86921 1.20883
H 3.40582 4.97181 -0.89843
H 3.22548 3.70684 0.32220
H 0.55118 4.02941 1.57738
H 1.86603 2.94274 1.13696
C -0.59339 -1.16701 -3.34813
O -1.56991 -1.67581 -2.77256
N 0.67302 -1.60646 -3.23160
N -0.81390 -0.39858 -4.44221
H 0.91815 -1.69121 -2.24918
H 1.29013 -1.07187 -3.82410
H -0.05548 -0.04249 -4.99832
H -1.74880 -0.22370 -4.76472
C 1.43996 2.68080 -4.04503
O 2.14890 2.79986 -5.04091
N 1.78363 1.94098 -2.97297
N 0.25597 3.30679 -3.87541
H 1.32948 2.23759 -2.12307
H 2.68208 1.49249 -2.97126
H 0.15910 4.10089 -4.48545
H -0.41003 2.97720 -3.20182
C 0.34960 1.49966 4.15783
O 0.32234 2.07027 5.23643
N 1.19455 0.48922 3.80136
N -0.60168 1.65968 3.16620
H 1.07778 0.08745 2.88349
H 1.80596 0.06680 4.47744
H -1.13883 2.49003 2.98919
H -0.33151 1.09188 2.38760
C -2.28426 -2.82035 2.80742
C -2.81781 -3.54831 4.03530
O -3.92265 -2.79774 4.54648
O -1.69138 -1.57890 3.20553
H -3.09286 -2.52410 2.12916
H -1.48890 -3.28151 2.21362
H -2.10220 -3.32788 4.83146
H -3.01733 -4.59420 3.81167
H -4.03227 -2.00519 4.01402
H -1.27976 -1.16253 2.44145
C -3.01446 2.27880 -0.79283
C -1.91363 1.37609 -1.32200
O -0.64942 2.01624 -1.09819
O -2.90715 3.67655 -1.04393
H -3.13797 1.98688 0.25541
H -3.91110 1.88324 -1.28305
H -1.93887 1.30767 -2.41094
H -1.80977 0.42963 -0.78978
H -0.44929 1.92445 -0.16061
H -3.78817 4.01165 -0.85384
```

**Total energy**: -5673.19896 Eh
**Total charge**: 0
**E_HOMO**: -0.3552 Ha

Results of the Mulliken charge analysis, in e, for atoms 1 through 6: atom 1 (Zn): 0.508, atom 2 (Zn): 0.472, atom 3 (C): 2.475, atom 4 (O): -0.235, atom 5 (O): -0.589, atom 6 (O): -0.907



> Which of these has the lowest total energy?

C11H32N10O15Zn2